(1)
The following is a quantum chemistry calculation of the ion C6H12NO5 with charge +1, from the Open Molecules 2025 dataset.

```
24
Properties=species:S:1:pos:R:3:nbo_charge:R:1
C -0.85366 0.50689 1.26017 0.069
C -0.10631 1.25831 0.13521 0.047
C -1.63072 -0.67944 0.64714 0.008
C 1.03831 0.35721 -0.35881 0.052
C -0.70757 -1.48372 -0.25048 0.217
C 1.67458 0.79200 -1.68328 -0.085
N 0.59981 -2.02044 0.34113 -0.224
O 0.10261 0.05181 2.18034 -0.732
O -0.99078 1.54184 -0.91338 -0.724
O -2.06263 -1.47351 1.71649 -0.698
O 2.66624 -0.15635 -1.95899 -0.712
O 0.57027 -0.99858 -0.64806 -0.181
H -1.58036 1.18156 1.72932 0.215
H 0.34599 2.15810 0.56599 0.225
H -2.46503 -0.29465 0.04626 0.227
H 1.81793 0.27379 0.40424 0.253
H -1.14470 -2.14525 -0.99374 0.239
H 2.09652 1.79876 -1.55226 0.196
H 0.90311 0.82251 -2.46347 0.196
H 0.75757 -1.60539 1.27443 0.393
H -0.34931 -0.27296 2.97125 0.514
H -1.04707 2.48768 -1.08390 0.508
H -2.72216 -2.12128 1.44351 0.501
H 3.08735 0.02111 -2.80910 0.497
```

DFT total energy: -666.3811 a.u.
Charge: +1
Energy relative to the best compared isomer or geometry (same formula, charge and spin): 33.6 kcal per mole
LUMO level: -2.8 eV
Orbital gap: 11.574 eV

(2)
The following is a quantum chemistry calculation of a cluster of 2 separate species, C2H4N6O3 in total, from the Open Molecules 2025 dataset.

```
15
Properties=species:S:1:pos:R:3:nbo_charge:R:1
C 0.00810 1.15022 0.07600 0.332
C 1.25460 0.20126 -0.05876 0.523
N -0.90646 0.74420 -0.71338 -0.377
N 0.72534 -0.78138 -0.81241 -0.258
N -0.40822 -0.43371 -1.23271 0.260
N 0.08875 2.00327 1.04918 -0.742
N -1.11302 -1.10406 -2.12561 -0.589
N 0.20783 -1.12478 1.38457 0.451
O 2.39941 0.30696 0.34102 -0.546
O 0.82541 -0.87159 2.34773 -0.329
O -0.72512 -1.86529 1.19380 -0.396
H 1.01868 2.01595 1.53324 0.427
H -0.48149 2.73857 1.37796 0.413
H -2.12851 -0.91748 -2.17759 0.418
H -0.76529 -2.06215 -2.18304 0.412
```

DFT total energy: -632.6487 a.u.
Energy relative to the best compared isomer or geometry (same formula, charge and spin): 24.3 kcal per mole
LUMO level (spin up / spin down): -0.9 / -0.9 eV
Orbital gap (spin up / spin down): 7.801 / 6.964 eV

(3)
The following is a quantum chemistry calculation of a cluster of 4 separate species, C35H55N4O12 in total, from the Open Molecules 2025 dataset.

```
106
Properties=species:S:1:pos:R:3:lowdin_charge:R:1
C -7.29427 -10.45961 -2.36670 0.012
C -7.29468 -10.66278 -0.81443 -0.485
O -7.61291 -11.73472 -0.37907 0.113
O -6.90470 -9.62724 0.02879 -0.058
C -7.95464 -9.22938 0.93018 -0.188
C -7.34639 -8.55167 2.21586 -0.160
C -6.18219 -7.52430 1.90000 -0.181
C -6.48001 -6.11234 2.57943 -0.191
C -5.32356 -5.61329 3.54126 -0.210
C -4.52153 -4.38566 2.99283 -0.216
C -3.53834 -3.73812 4.04352 -0.167
C -2.23368 -3.18278 3.31547 -0.159
N -1.48568 -2.32324 4.27544 0.005
C -0.01289 -2.58686 4.29104 -0.082
C 0.84820 -1.31682 3.94450 -0.280
C 0.96960 -1.04105 2.40194 -0.158
C 2.00696 0.06284 2.01141 -0.080
C 1.33050 1.42669 1.59744 -0.414
O 0.12334 1.51230 1.55232 0.074
N 2.24003 2.51100 1.33809 0.068
C 1.82815 3.36997 0.24101 -0.244
C 0.61940 4.16186 0.17962 -0.029
C 0.32960 5.02303 -1.02235 -0.058
C 1.27283 5.12253 -2.16350 -0.057
C 2.48577 4.31922 -2.07216 -0.060
C 2.74276 3.47826 -0.90917 -0.003
C 0.38539 -0.09433 4.79099 -0.118
N -1.10194 -0.08824 5.04896 0.094
C -1.78920 -0.97812 4.16331 -0.303
N -2.63664 -0.43828 3.29515 0.230
H -6.97545 -9.41621 -2.63615 0.082
H -6.52211 -11.14306 -2.80715 0.092
H -8.30332 -10.70246 -2.77514 0.093
H -8.70606 -8.57049 0.42138 0.134
H -8.52304 -10.12744 1.29695 0.128
H -6.91929 -9.35788 2.87056 0.118
H -8.20234 -8.10237 2.77712 0.108
H -5.19182 -7.94608 2.19592 0.105
H -6.14062 -7.37241 0.78576 0.106
H -7.42565 -6.16458 3.18295 0.099
H -6.70466 -5.38865 1.74844 0.108
H -4.65101 -6.48695 3.76391 0.112
H -5.81295 -5.34412 4.51496 0.112
H -3.90464 -4.74651 2.11878 0.120
H -5.20464 -3.57776 2.62656 0.115
H -4.01219 -2.97738 4.70843 0.115
H -3.16011 -4.58994 4.67784 0.120
H -1.63485 -4.10259 3.08071 0.134
H -2.46166 -2.70930 2.32902 0.116
H 0.25158 -2.91174 5.33389 0.144
H 0.32707 -3.39019 3.59916 0.133
H 1.88894 -1.56657 4.30031 0.155
H -0.06112 -0.88352 1.99952 0.106
H 1.33477 -2.00315 1.94001 0.125
H 2.57404 -0.28697 1.11260 0.127
H 2.66713 0.29453 2.88595 0.129
H 2.49547 3.02761 2.17937 0.140
H -0.11352 4.11817 1.02110 0.098
H -0.61218 5.61587 -1.11567 0.094
H 1.09781 5.75389 -3.05713 0.102
H 3.25056 4.33224 -2.87676 0.095
H 3.68836 2.90267 -0.85623 0.087
H 0.75278 0.88343 4.38230 0.129
H 0.87361 -0.20176 5.80013 0.132
H -1.39965 0.86661 4.84274 0.129
H -2.77989 -0.74250 2.33646 0.136
H -3.13892 0.40646 3.57499 0.149
C 5.14294 -1.50253 -4.00963 -0.007
C 4.63470 -0.39191 -3.10221 -0.322
C 3.60465 0.50708 -3.72840 -0.088
O 3.80186 1.73838 -3.02951 0.025
C 5.10383 1.75457 -2.63190 -0.557
O 5.66210 2.71522 -2.20062 0.155
O 5.68158 0.53657 -2.79291 0.092
H 6.19747 -1.37204 -4.25226 0.095
H 5.03691 -2.46958 -3.51471 0.080
H 4.57504 -1.56436 -4.93969 0.086
H 4.27382 -0.81114 -2.15739 0.150
H 2.58846 0.14054 -3.58227 0.142
H 3.76875 0.68763 -4.79429 0.140
C 6.32107 6.48483 -5.87005 -0.007
C 5.56693 5.63121 -6.87918 -0.320
C 4.07945 5.57250 -6.66278 -0.102
O 3.73897 4.29934 -7.21357 0.063
C 4.84408 3.51383 -7.10056 -0.554
O 4.85357 2.33476 -7.27418 0.151
O 5.93316 4.24954 -6.75936 0.084
H 6.98475 5.88177 -5.25004 0.093
H 6.93582 7.22264 -6.38803 0.082
H 5.64572 7.04379 -5.21913 0.083
H 5.80707 5.94919 -7.89774 0.158
H 3.55069 6.37084 -7.18290 0.143
H 3.79041 5.58067 -5.60799 0.132
C 1.38319 7.66979 1.46678 -0.017
C 2.56468 8.06876 0.62549 -0.350
C 3.12738 9.43477 0.91474 -0.099
O 3.67798 9.80629 -0.34829 0.070
C 2.95942 9.14014 -1.29574 -0.542
O 3.01258 9.36027 -2.46347 0.164
O 2.17369 8.18655 -0.72424 0.071
H 0.47868 7.56496 0.86799 0.087
H 1.58242 6.70449 1.93605 0.072
H 1.19707 8.38441 2.27176 0.084
H 3.34315 7.30103 0.68151 0.160
H 3.89907 9.41595 1.68415 0.142
H 2.36720 10.17148 1.18976 0.141
```

DFT total energy: -2488.2770 a.u.
Charge: +1
Energy relative to the best compared isomer or geometry (same formula, charge and spin): 52.6 kcal per mole
LUMO level: -3.3 eV
Orbital gap: 7.357 eV

(4)
The following is a quantum chemistry calculation of the molecule C6H14N2O, from the Open Molecules 2025 dataset.

```
23
Properties=species:S:1:pos:R:3:nbo_charge:R:1
C -0.59543 1.04143 -0.06183 0.039
C 0.74703 -1.18290 -0.18518 -0.144
C 0.50017 1.64813 -0.90830 -0.635
C -1.10187 1.97232 1.02017 -0.628
C 0.47006 -2.67848 -0.01662 -0.621
C -0.40238 -0.37864 0.46056 0.629
N -1.69236 0.33434 -0.97704 -0.850
N 1.97070 -0.72349 0.47460 -0.836
O -0.85194 -0.72340 1.54905 -0.614
H 0.82087 -0.93820 -1.24722 0.195
H -1.79931 0.69669 -1.91810 0.378
H -2.56980 0.23132 -0.48101 0.380
H 2.76108 -1.28420 0.16997 0.362
H 1.87186 -0.86118 1.47870 0.364
H 1.44266 1.60151 -0.36749 0.253
H 0.26602 2.69257 -1.10878 0.214
H 0.59804 1.12608 -1.85574 0.212
H -1.81779 1.45560 1.65245 0.236
H -1.56302 2.85375 0.57363 0.209
H -0.26902 2.25830 1.66180 0.223
H -0.41697 -2.97085 -0.57239 0.214
H 0.31302 -2.91073 1.03424 0.222
H 1.31838 -3.25998 -0.37547 0.199
```

DFT total energy: -421.7431 a.u.
Energy relative to the best compared isomer or geometry (same formula, charge and spin): 35.9 kcal per mole
LUMO level: 1.0 eV
SMILES: C[C@H](N)C(=O)C(C)(C)N
Orbital gap: 9.891 eV

(5)
The following is a quantum chemistry calculation of a cluster of 2 separate species, CH2S3 in total, from the Open Molecules 2025 dataset.

```
6
Properties=species:S:1:pos:R:3:nbo_charge:R:1
C -1.34201 -0.14017 -0.14746 -0.393
S -1.61007 -0.93401 1.15251 0.174
S 1.72633 0.64890 -0.09075 -0.278
S -1.06319 0.55458 -1.50834 0.215
H 1.04515 0.54348 0.99430 0.127
H 1.24379 -0.67278 -0.40026 0.155
```

DFT total energy: -1233.8340 a.u.
Energy relative to the best compared isomer or geometry (same formula, charge and spin): 11.6 kcal per mole
LUMO level: -0.2 eV
Orbital gap: 8.787 eV

(6)
The following is a quantum chemistry calculation of a structure of composition C24H29IrN4O4P2, from the Open Molecules 2025 dataset.

```
64
Properties=species:S:1:pos:R:3:nbo_charge:R:1
Ir 0.12463 -0.69835 -0.45806 0.727
O -0.42956 2.88800 -2.79645 -0.593
C -0.43466 1.85448 -2.00891 0.809
O 0.22963 0.83376 -2.19912 -0.619
C -1.31797 1.95508 -0.82074 0.056
C -2.09293 3.02401 -0.42920 -0.145
C -2.87110 2.86975 0.72262 -0.121
C -2.85737 1.66805 1.41484 -0.162
C -2.02892 0.65125 0.95628 0.103
N -1.28870 0.81744 -0.12480 -0.440
C -1.85697 -0.72911 1.54946 0.757
O -2.74816 -1.26858 2.15211 -0.558
O -0.67828 -1.27861 1.28882 -0.675
H 0.15819 2.76746 -3.56375 0.537
H -2.08621 3.94691 -0.99304 0.276
H -3.48624 3.68969 1.06889 0.268
H -3.45872 1.51016 2.29982 0.267
C 2.60393 -0.02073 1.87484 -0.969
P 2.21264 0.07348 0.11852 1.207
C 2.69105 1.73163 -0.40524 -0.967
C 3.37582 -1.01745 -0.75704 -0.737
C 3.01358 -2.46190 -0.46772 -0.735
P 1.22082 -2.70504 -0.75051 1.187
C 1.05960 -3.54432 -2.33680 -0.964
C 0.79904 -3.92750 0.51629 -0.966
H 3.67328 0.13883 2.02279 0.272
H 2.32120 -0.98879 2.28719 0.263
H 2.05472 0.75362 2.41060 0.271
H 3.75793 1.85903 -0.21436 0.279
H 2.14467 2.48894 0.15809 0.262
H 2.50677 1.86336 -1.46996 0.256
H 4.39766 -0.77753 -0.45517 0.278
H 3.28710 -0.79287 -1.82424 0.253
H 3.20888 -2.71255 0.57714 0.257
H 3.59286 -3.15623 -1.07842 0.279
H 1.59255 -4.49363 -2.26715 0.274
H 1.49270 -2.94570 -3.13872 0.269
H 0.01362 -3.73905 -2.57249 0.254
H 1.60473 -4.66132 0.56456 0.272
H -0.12596 -4.44992 0.28002 0.248
H 0.68866 -3.43692 1.48246 0.277
C -3.24684 -2.04212 -3.02089 -0.223
C -2.13409 -1.44228 -2.46585 0.051
N -1.64132 -1.81458 -1.27269 -0.506
C -2.23905 -2.81749 -0.61446 0.019
C -3.32656 -3.51180 -1.12949 -0.026
C -3.84478 -3.10015 -2.35307 -0.121
C -3.78959 -4.76492 -0.47240 -0.107
C -4.73328 -4.95916 0.44537 -0.221
C -5.56137 -3.93601 1.09434 0.225
C -6.52327 -4.30670 2.04445 -0.196
C -7.22326 -3.26142 2.61898 0.081
N -6.95874 -2.03204 2.23835 -0.112
C -6.07346 -1.65957 1.33815 0.278
N -5.40358 -2.65138 0.79461 -0.251
H -3.62251 -1.70383 -3.97648 0.263
H -1.60040 -0.65890 -2.98738 0.221
H -1.82806 -3.07413 0.35103 0.244
H -4.68569 -3.62082 -2.79462 0.254
H -3.27691 -5.65766 -0.82066 0.249
H -4.92311 -5.97001 0.78193 0.255
H -6.70372 -5.33699 2.31751 0.278
H -7.98754 -3.40554 3.37861 0.296
H -5.92315 -0.62662 1.06518 0.239
```

Multiplicity: 2
DFT total energy: -2238.1206 a.u.
Charge: +3
Energy relative to the best compared isomer or geometry (same formula, charge and spin): 0.0 kcal per mole
LUMO level (spin up / spin down): -8.9 / -11.9 eV
Orbital gap (spin up / spin down): 8.816 / 5.760 eV

(7)
The following is a quantum chemistry calculation of a structure of composition C26H33EuO5, from the Open Molecules 2025 dataset.

```
65
Properties=species:S:1:pos:R:3:nbo_charge:R:1
O -1.63835 1.48815 -1.51977 -0.551
C -0.41193 1.35297 -2.30330 -0.077
C -0.58531 2.71918 -2.93518 -0.457
H -0.44009 0.54778 -3.04216 0.172
H 0.48009 1.23606 -1.68865 0.210
C -1.99400 2.66132 -2.28735 0.269
H -0.56745 2.68079 -4.01900 0.198
H 0.12400 3.39303 -2.43193 0.216
C -3.04440 2.21882 -3.29826 -0.626
H -2.50662 1.62914 -4.06101 0.199
H -3.54053 3.05881 -3.80070 0.206
H -3.80074 1.61299 -2.77321 0.221
C -2.39529 3.85320 -1.45126 -0.631
H -1.49254 4.41289 -1.17995 0.218
H -2.90837 3.53162 -0.54159 0.228
H -3.04014 4.46051 -2.10239 0.208
Eu 2.09189 -1.36629 0.20199 1.661
C 1.36369 1.42744 1.90606 -0.347
C 2.73355 1.05087 1.91546 -0.300
C 3.25311 1.21386 0.59089 -0.484
H 3.26539 0.81334 2.80607 0.228
C 2.19006 1.74307 -0.20969 -0.409
C 1.03791 1.86408 0.60928 -0.346
H 0.04898 2.23606 0.30018 0.224
H 0.70983 1.37062 2.76211 0.216
H 4.27386 0.97397 0.29799 0.208
H 2.27552 2.10841 -1.22858 0.205
C -1.70614 0.10167 2.48008 -0.058
C -2.58150 1.15050 2.10796 -0.385
C -3.10433 0.82535 0.82114 -0.106
H -2.77697 2.05190 2.70043 0.218
C -2.55476 -0.42362 0.41638 -0.189
C -1.70483 -0.87451 1.45508 -0.355
H -1.13733 -1.80675 1.48609 0.239
H -1.14171 0.04591 3.40922 0.211
H -3.80155 1.42761 0.24302 0.203
H -2.75619 -0.94863 -0.52303 0.211
O 0.81586 -1.08669 -3.49420 -0.556
C 0.25648 -0.68915 -4.81540 -0.082
C 0.76680 -1.63572 -5.91699 -0.437
H 0.55199 0.35772 -5.00256 0.192
H -0.84539 -0.72173 -4.72393 0.189
C 1.61956 -2.68028 -5.16526 -0.429
H 1.34752 -1.04651 -6.63747 0.217
H -0.04959 -2.10064 -6.47454 0.220
C 1.57060 -2.29327 -3.66674 -0.079
H 2.64715 -2.63255 -5.54823 0.218
H 1.22296 -3.68612 -5.32393 0.218
H 2.59319 -2.08388 -3.30411 0.166
H 1.12690 -3.13654 -3.10505 0.171
O 1.29566 0.11494 4.88564 -0.665
C 1.03448 -1.17149 5.27394 0.343
C 0.36942 -1.39746 6.49327 -0.299
C 0.14856 -2.70160 6.93294 -0.182
C 0.61429 -3.77667 6.16343 -0.253
C 1.22864 -3.52900 4.93771 -0.148
C 1.35780 -2.24536 4.42251 -0.209
C 1.70251 -2.01878 2.96367 0.788
O 2.76573 -1.40201 2.62179 -0.748
O 0.89258 -2.45004 2.05752 -0.827
H 1.08898 0.73801 5.61049 0.485
H 0.00503 -0.53155 7.04326 0.209
H -0.41817 -2.88921 7.84345 0.217
H 0.49409 -4.81482 6.50604 0.218
H 1.57952 -4.33172 4.31033 0.215
```

Multiplicity: 7
DFT total energy: -2096.7629 a.u.
Energy relative to the best compared isomer or geometry (same formula, charge and spin): 19.4 kcal per mole
LUMO level (spin up / spin down): -0.8 / -0.9 eV
Orbital gap (spin up / spin down): 5.853 / 4.869 eV

(8)
The following is a quantum chemistry calculation of a structure of composition C4H6N2O2, from the Open Molecules 2025 dataset.

```
14
Properties=species:S:1:pos:R:3:nbo_charge:R:1
C 2.50624 0.09265 0.19747 -0.648
C 1.03540 -0.08493 -0.49214 0.449
C -1.03078 -0.46356 -0.07125 0.131
C -0.87034 0.90499 -0.11302 0.488
H 2.21148 0.76972 1.33283 0.239
H 3.19784 0.51397 -0.47186 0.219
H 3.03700 -0.95452 0.37929 0.233
H -2.05324 -2.18829 -0.54929 0.382
H -2.25621 -1.49473 1.08425 0.373
H -2.55266 1.97949 -0.63420 0.497
N 0.12262 -1.11467 -0.38012 -0.459
N -2.21842 -1.14647 0.02795 -0.822
O -1.58744 2.01909 0.03488 -0.656
O 0.45851 1.16726 -0.34478 -0.425
```

DFT total energy: -415.8706 a.u.
Energy relative to the best compared isomer or geometry (same formula, charge and spin): 106.7 kcal per mole
LUMO level: 0.4 eV
Orbital gap: 8.485 eV

Among the records above, which one has the lowest energy relative to the best compared isomer or geometry (same formula, charge and spin)? C24H29IrN4O4P2

Copy entry 8 word for word.
The following is a quantum chemistry calculation of a structure of composition C4H6N2O2, from the Open Molecules 2025 dataset.

```
14
Properties=species:S:1:pos:R:3:nbo_charge:R:1
C 2.50624 0.09265 0.19747 -0.648
C 1.03540 -0.08493 -0.49214 0.449
C -1.03078 -0.46356 -0.07125 0.131
C -0.87034 0.90499 -0.11302 0.488
H 2.21148 0.76972 1.33283 0.239
H 3.19784 0.51397 -0.47186 0.219
H 3.03700 -0.95452 0.37929 0.233
H -2.05324 -2.18829 -0.54929 0.382
H -2.25621 -1.49473 1.08425 0.373
H -2.55266 1.97949 -0.63420 0.497
N 0.12262 -1.11467 -0.38012 -0.459
N -2.21842 -1.14647 0.02795 -0.822
O -1.58744 2.01909 0.03488 -0.656
O 0.45851 1.16726 -0.34478 -0.425
```

DFT total energy: -415.8706 a.u.
Energy relative to the best compared isomer or geometry (same formula, charge and spin): 106.7 kcal per mole
LUMO level: 0.4 eV
Orbital gap: 8.485 eV

What is the formula in the seventh record? C26H33EuO5